# 1
Below is a gas-phase ion, C7H11N2O (charge +1) at a distorted geometry, with properties calculated with the ωB97M-V functional and the def2-TZVPD basis.

CARTESIAN COORDINATES (ANGSTROEM)
C (-0.5886, 0.9100, 1.8894)
C (-0.3633, -0.3942, 1.7922)
C (-0.4574, 0.5215, -0.3578)
C (1.9953, -2.6268, -1.9030)
C (1.0060, -2.1275, -1.2294)
C (-0.7295, 2.8483, 0.3390)
C (0.8629, -1.6742, 0.1575)
N (-0.5616, 1.4538, 0.6804)
N (-0.0456, -0.7317, 0.4600)
O (-1.5923, 0.6011, -1.1403)
H (-1.0276, 1.4246, 2.7541)
H (-0.3046, -1.1539, 2.6316)
H (0.4570, 0.6859, -1.0773)
H (2.0517, -2.7975, -2.9755)
H (2.8062, -3.1289, -1.3484)
H (0.0854, -1.7430, -1.7305)
H (-0.2907, 3.0261, -0.6394)
H (-1.8344, 3.2942, 0.2796)
H (-0.4064, 3.3422, 1.1733)
H (1.3976, -2.1194, 0.9615)
H (-2.4599, 0.3891, -0.7169)

## Properties
relative energy (zero: lowest compared OMol25 entry of this formula, charge and spin) = 3.164 eV
total energy = -457.7228 Ha
SMILES = C=C/C=[N+]1/C=CN(C)[C@@H]1O
spin multiplicity = 1
net charge = +1

Mulliken atomic charge list, values in e, 2 entries: -0.09 -0.60

***

# 2
Below is a gas-phase ion, C7H11N2O (charge +1) at a distorted geometry, with properties calculated with the ωB97M-V functional and the def2-TZVPD basis.

CARTESIAN COORDINATES (ANGSTROEM)
C (3.1751, -1.0835, 1.1828)
C (2.7399, -2.4968, 1.2293)
C (2.3248, -0.0985, 0.8800)
C (0.9931, -0.3234, 0.5152)
C (1.7448, -3.0515, 0.6413)
C (-1.9848, 1.0411, 0.4558)
C (-1.1193, 0.1664, -0.4664)
N (0.2713, 0.3574, -0.2315)
N (-1.2325, 0.6773, -1.8260)
O (0.9102, -3.5974, 0.0344)
H (4.2284, -1.0303, 1.4324)
H (3.1799, -3.2660, 1.7422)
H (2.3902, 0.9365, 0.7901)
H (0.4998, -1.1873, 0.9862)
H (-1.4772, 2.0047, 0.4389)
H (-1.7893, 0.5023, 1.3418)
H (-3.0336, 1.2005, 0.1643)
H (-1.5263, -0.8201, -0.2920)
H (-0.3245, 0.5589, -2.2688)
H (-1.4113, 1.6934, -1.7580)
H (-2.0861, 0.3283, -2.4143)

## Properties
relative energy (zero: lowest compared OMol25 entry of this formula, charge and spin) = 2.873 eV
total energy = -457.7335 Ha
SMILES = C[C@@H]([NH3+])/N=C/C=C\C=C=O
spin multiplicity = 1
net charge = +1

Mulliken atomic charge list, values in e, 2 entries: -0.31 -0.67

***

# 3
Below is 2 unconnected molecules or ions with the total composition C7H11N2O2 at a distorted geometry, with properties calculated with the ωB97M-V functional and the def2-TZVPD basis.

CARTESIAN COORDINATES (ANGSTROEM)
C (0.2018, -2.0771, 1.6978)
C (-0.5483, -0.9774, 2.4667)
C (-0.3135, -2.1106, 0.2230)
O (-1.5613, -2.1323, 0.0778)
O (0.5800, -2.2191, -0.6384)
H (1.2627, -1.8281, 1.7289)
H (0.0742, -3.0601, 2.1595)
H (-0.0589, -0.5048, 3.3208)
H (-1.5927, -1.2367, 2.6447)
H (-0.6764, -0.1418, 1.7634)
C (1.7785, 2.4287, -1.1093)
C (0.3099, 0.3885, -1.6892)
C (0.4991, 1.6502, -1.2020)
C (-1.6119, 1.2921, -1.2163)
N (-1.0395, 0.1464, -1.6987)
N (-0.7426, 2.2501, -1.0427)
H (1.0972, -0.2879, -1.9569)
H (-1.4726, -0.7142, -1.3511)
H (1.6874, 3.4650, -0.7993)
H (2.3795, 2.3810, -2.0259)
H (-2.6618, 1.3700, -0.9793)
H (2.4091, 1.9179, -0.3735)

## Properties
relative energy (zero: lowest compared OMol25 entry of this formula, charge and spin) = 0.536 eV
total energy = -533.2451 Ha
spin multiplicity = 2
net charge = -2

Mulliken atomic charge list, values in e, 2 entries: -0.47 -1.32

***

Copy entry 1 word for word.
Below is a gas-phase ion, C7H11N2O (charge +1) at a distorted geometry, with properties calculated with the ωB97M-V functional and the def2-TZVPD basis.

CARTESIAN COORDINATES (ANGSTROEM)
C (-0.5886, 0.9100, 1.8894)
C (-0.3633, -0.3942, 1.7922)
C (-0.4574, 0.5215, -0.3578)
C (1.9953, -2.6268, -1.9030)
C (1.0060, -2.1275, -1.2294)
C (-0.7295, 2.8483, 0.3390)
C (0.8629, -1.6742, 0.1575)
N (-0.5616, 1.4538, 0.6804)
N (-0.0456, -0.7317, 0.4600)
O (-1.5923, 0.6011, -1.1403)
H (-1.0276, 1.4246, 2.7541)
H (-0.3046, -1.1539, 2.6316)
H (0.4570, 0.6859, -1.0773)
H (2.0517, -2.7975, -2.9755)
H (2.8062, -3.1289, -1.3484)
H (0.0854, -1.7430, -1.7305)
H (-0.2907, 3.0261, -0.6394)
H (-1.8344, 3.2942, 0.2796)
H (-0.4064, 3.3422, 1.1733)
H (1.3976, -2.1194, 0.9615)
H (-2.4599, 0.3891, -0.7169)

## Properties
relative energy (zero: lowest compared OMol25 entry of this formula, charge and spin) = 3.164 eV
total energy = -457.7228 Ha
SMILES = C=C/C=[N+]1/C=CN(C)[C@@H]1O
spin multiplicity = 1
net charge = +1

Mulliken atomic charge list, values in e, 2 entries: -0.09 -0.60